Entry 1:
{
  "formula": "C19H46InO8",
  "method": "the ωB97M-V functional and the def2-TZVPD basis",
  "homo_ev": -4.753,
  "e_above_lowest_kj_mol": 0.00,
  "total_charge": -1,
  "spin_multiplicity": 1,
  "symbols": ["C", "C", "C", "C", "O", "In", "O", "C", "C", "C", "H", "H", "H", "H", "H", "H", "H", "H", "H", "H", "H", "H", "H", "H", "H", "H", "H", "H", "C", "O", "C", "C", "O", "C", "C", "O", "C", "H", "H", "H", "H", "H", "H", "H", "H", "H", "H", "H", "H", "H", "H", "C", "O", "C", "C", "O", "C", "C", "O", "C", "H", "H", "H", "H", "H", "H", "H", "H", "H", "H", "H", "H", "H", "H"],
  "positions_angstrom": [[1.253, -0.193, 1.757], [1.554, -0.735, 0.313], [0.301, -1.399, -0.327], [0.395, -2.955, -0.499], [1.494, -3.532, 0.146], [1.057, -5.356, 1.071], [0.569, -4.997, 3.070], [0.984, -3.739, 3.521], [2.490, -3.403, 3.258], [3.190, -2.957, 4.595], [2.171, -0.266, 2.366], [0.422, -0.734, 2.230], [1.024, 0.888, 1.717], [1.767, 0.174, -0.286], [2.465, -1.341, 0.278], [-0.568, -1.182, 0.322], [0.094, -0.939, -1.311], [0.358, -3.186, -1.589], [-0.531, -3.386, -0.053], [2.577, -6.341, 1.080], [-0.175, -6.325, 0.181], [0.373, -2.900, 3.129], [0.854, -3.744, 4.629], [2.524, -2.535, 2.580], [3.076, -4.242, 2.859], [3.182, -3.798, 5.306], [4.221, -2.666, 4.332], [2.628, -2.116, 5.030], [-2.678, -1.035, -8.714], [-1.657, -1.147, -7.747], [-1.720, -0.132, -6.753], [-1.281, -0.660, -5.397], [-2.225, -1.513, -4.760], [-2.431, -2.809, -5.313], [-1.269, -3.769, -5.115], [-0.183, -3.439, -5.969], [1.079, -3.645, -5.365], [-2.489, -0.183, -9.376], [-2.678, -1.951, -9.303], [-3.660, -0.933, -8.240], [-2.735, 0.270, -6.669], [-1.043, 0.674, -7.061], [-1.183, 0.200, -4.730], [-0.299, -1.129, -5.448], [-2.728, -2.749, -6.360], [-3.286, -3.216, -4.768], [-1.595, -4.785, -5.372], [-0.966, -3.752, -4.064], [1.130, -3.166, -4.382], [1.837, -3.188, -6.002], [1.290, -4.715, -5.271], [-0.092, 4.188, 1.201], [-0.782, 4.591, 2.368], [-1.081, 3.506, 3.238], [-1.003, 3.942, 4.691], [0.321, 4.137, 5.181], [1.050, 5.257, 4.694], [0.553, 6.602, 5.202], [-0.667, 6.973, 4.579], [-1.551, 7.646, 5.448], [-0.766, 3.652, 0.526], [0.273, 5.087, 0.703], [0.771, 3.562, 1.449], [-0.394, 2.670, 3.076], [-2.101, 3.174, 3.011], [-1.412, 3.129, 5.296], [-1.626, 4.816, 4.881], [1.121, 5.240, 3.607], [2.065, 5.120, 5.076], [1.297, 7.371, 4.957], [0.441, 6.554, 6.290], [-1.688, 7.090, 6.382], [-2.520, 7.715, 4.953], [-1.189, 8.656, 5.664]],
  "atomic_forces_ev_per_a": [[0.872, -0.007, -0.493], [-0.688, 1.275, 0.011], [0.333, -0.206, 0.108], [-0.338, -0.130, 0.541], [-0.336, 0.142, -0.196], [0.542, -1.197, -0.240], [0.003, 0.587, -0.609], [0.528, -0.581, 0.590], [-0.078, 0.942, 1.195], [-0.419, -0.352, -1.089], [-0.519, -0.099, 0.030], [0.378, 0.133, -0.003], [-0.212, -0.460, 0.014], [0.105, -0.436, 0.143], [-0.533, -0.236, 0.097], [0.314, 0.035, -0.323], [0.028, -0.180, 0.356], [0.162, -0.035, 0.317], [0.055, 0.291, -0.539], [-0.224, 0.363, 0.038], [0.032, 0.509, 0.249], [0.045, -0.239, 0.010], [-0.060, 0.181, -0.364], [0.249, -0.596, -0.090], [-0.486, 0.135, -0.150], [0.142, 0.324, -0.143], [-0.289, 0.029, 0.519], [0.376, -0.162, -0.036], [0.300, -0.083, 0.088], [-0.389, -0.068, 0.093], [0.323, -0.244, -0.045], [-0.062, 0.038, 0.114], [0.016, 0.035, -0.187], [0.011, -0.079, 0.163], [-0.048, 0.042, -0.332], [0.060, 0.284, 0.169], [-0.063, -0.008, -0.104], [-0.164, 0.056, -0.058], [0.077, 0.035, -0.023], [-0.029, 0.087, -0.035], [-0.036, -0.032, -0.007], [-0.059, 0.175, 0.156], [-0.086, -0.003, 0.004], [-0.007, -0.088, -0.222], [0.206, -0.011, -0.124], [0.052, 0.034, 0.094], [-0.144, -0.018, 0.191], [0.029, 0.022, 0.007], [0.003, -0.114, 0.052], [-0.076, -0.062, -0.080], [0.095, 0.007, 0.145], [-0.191, 0.138, 0.116], [0.369, -0.071, 0.083], [-0.112, 0.367, -0.012], [-0.007, -0.156, 0.024], [-0.068, 0.125, -0.071], [0.031, -0.053, 0.134], [0.039, -0.015, -0.401], [-0.188, -0.196, 0.244], [0.056, -0.018, -0.207], [0.133, -0.120, -0.095], [-0.098, 0.016, 0.001], [-0.039, -0.093, -0.055], [0.026, 0.005, -0.013], [-0.006, -0.212, 0.148], [0.101, -0.047, -0.015], [0.023, 0.121, -0.204], [-0.190, 0.145, -0.067], [-0.036, -0.009, 0.083], [0.150, -0.065, 0.156], [-0.047, -0.019, 0.018], [0.045, 0.062, 0.054], [0.072, 0.036, -0.071], [-0.050, 0.030, 0.148]]
}

***

Entry 2:
{
  "formula": "C19H47AsN8O3RbS2Si2",
  "method": "the ωB97M-V functional and the def2-TZVPD basis",
  "homo_ev": -4.446,
  "total_charge": -1,
  "spin_multiplicity": 1,
  "symbols": ["Rb", "N", "C", "C", "N", "C", "C", "N", "C", "C", "N", "H", "H", "H", "H", "H", "H", "H", "H", "H", "H", "H", "H", "H", "H", "H", "H", "H", "H", "N", "N", "C", "N", "S", "H", "H", "H", "H", "H", "N", "C", "C", "C", "C", "C", "C", "S", "O", "O", "O", "H", "H", "H", "H", "H", "H", "C", "Si", "C", "C", "As", "Si", "C", "C", "C", "H", "H", "H", "H", "H", "H", "H", "H", "H", "H", "H", "H", "H", "H", "H", "H", "H", "H"],
  "positions_angstrom": [[0.367, 1.133, -1.433], [0.828, 3.956, -0.716], [2.018, 3.292, -0.146], [1.755, 2.729, 1.241], [0.841, 1.569, 1.282], [1.490, 0.392, 1.858], [2.533, -0.250, 0.948], [1.904, -0.950, -0.181], [-0.416, 1.906, 1.953], [-1.548, 0.911, 1.751], [-2.021, 0.855, 0.363], [1.155, 4.532, -1.488], [0.491, 4.623, -0.025], [2.874, 3.972, -0.097], [2.295, 2.470, -0.813], [1.370, 3.530, 1.883], [2.722, 2.447, 1.667], [0.732, -0.365, 2.068], [1.975, 0.641, 2.816], [3.142, -0.919, 1.570], [3.207, 0.515, 0.550], [1.167, -1.570, 0.157], [2.585, -1.538, -0.649], [-0.737, 2.875, 1.563], [-0.258, 2.034, 3.039], [-2.343, 1.188, 2.458], [-1.244, -0.103, 2.015], [-2.628, 1.644, 0.166], [-2.564, -0.001, 0.271], [-2.231, 1.040, -3.250], [-2.251, -0.327, -2.883], [-1.543, -1.245, -3.590], [-1.402, -2.440, -2.995], [-0.907, -0.907, -5.111], [-3.076, 1.261, -3.774], [-1.488, 1.096, -3.958], [-2.340, -0.481, -1.883], [-1.525, -2.573, -1.987], [-0.813, -3.104, -3.469], [2.570, 0.461, -3.717], [3.221, 1.647, -3.324], [2.727, 2.879, -3.749], [3.286, 4.056, -3.280], [4.336, 4.028, -2.373], [4.850, 2.803, -1.976], [4.297, 1.618, -2.442], [4.932, 5.558, -1.657], [3.977, 5.805, -0.577], [6.275, 5.246, -1.199], [4.845, 6.521, -2.742], [3.159, -0.359, -3.672], [2.125, 0.521, -4.624], [1.900, 2.908, -4.453], [2.914, 5.017, -3.612], [5.684, 2.793, -1.288], [4.697, 0.664, -2.115], [-4.735, -1.902, -0.555], [-3.884, -2.762, 0.900], [-4.685, -4.465, 0.994], [-4.459, -1.836, 2.443], [-1.616, -2.761, 0.502], [-0.877, -3.420, 2.580], [-0.919, -2.135, 3.968], [-1.795, -4.900, 3.305], [0.936, -3.924, 2.412], [-5.817, -1.897, -0.396], [-4.538, -2.417, -1.497], [-4.425, -0.861, -0.673], [-5.773, -4.366, 1.031], [-4.361, -5.014, 1.879], [-4.417, -5.062, 0.122], [-5.535, -1.978, 2.582], [-4.262, -0.765, 2.361], [-3.957, -2.194, 3.342], [-1.904, -1.682, 4.079], [-0.202, -1.326, 3.825], [-0.667, -2.636, 4.908], [-2.777, -4.604, 3.679], [-1.229, -5.310, 4.146], [-1.941, -5.686, 2.565], [1.484, -3.264, 1.737], [1.014, -4.935, 2.008], [1.436, -3.903, 3.384]],
  "atomic_forces_ev_per_a": [[-0.589, -0.285, -0.912], [0.155, 0.053, 0.168], [0.067, 0.125, 0.139], [0.010, -0.062, -0.049], [0.123, 0.085, 0.281], [0.039, 0.046, -0.010], [-0.044, -0.066, 0.022], [0.073, -0.088, 0.221], [0.039, -0.060, -0.013], [0.015, 0.023, 0.027], [-0.046, 0.106, 0.163], [-0.056, -0.046, 0.006], [-0.016, -0.014, -0.083], [-0.079, -0.030, 0.042], [0.366, 0.254, 0.107], [0.004, -0.010, 0.030], [-0.010, -0.014, 0.010], [-0.024, 0.001, 0.004], [-0.043, 0.004, 0.018], [-0.022, 0.012, 0.008], [0.020, -0.005, 0.000], [0.009, 0.040, -0.037], [-0.036, 0.041, -0.024], [0.005, 0.015, 0.006], [-0.003, 0.011, 0.007], [-0.002, -0.032, -0.028], [-0.010, 0.015, -0.004], [-0.041, -0.019, -0.021], [0.056, -0.011, -0.028], [0.252, -0.124, -0.160], [0.036, 0.183, 0.059], [-0.044, -0.097, -0.024], [0.111, 0.013, 0.011], [0.001, 0.005, 0.033], [-0.035, -0.241, 0.157], [-0.105, 0.106, 0.089], [0.001, 0.010, -0.050], [-0.063, 0.012, -0.050], [-0.036, 0.040, -0.003], [0.034, -0.051, -0.083], [-0.100, -0.093, -0.026], [-0.059, 0.009, -0.001], [-0.005, 0.052, 0.043], [-0.001, -0.058, -0.076], [0.026, 0.039, 0.036], [-0.008, 0.007, -0.006], [0.088, -0.002, -0.093], [-0.068, 0.016, 0.070], [-0.017, 0.035, 0.007], [0.024, 0.008, 0.026], [-0.048, 0.032, 0.002], [-0.031, -0.056, 0.093], [0.006, -0.005, -0.006], [0.004, 0.017, -0.013], [0.032, 0.006, 0.011], [0.014, -0.026, -0.003], [-0.078, 0.002, 0.030], [0.088, 0.020, -0.084], [-0.001, -0.006, 0.022], [-0.019, -0.004, 0.005], [0.007, 0.091, -0.012], [0.026, 0.005, -0.147], [-0.020, -0.024, 0.027], [0.007, 0.028, 0.045], [-0.016, -0.031, 0.045], [-0.029, -0.005, -0.032], [0.032, -0.029, -0.038], [0.012, 0.044, 0.012], [-0.039, -0.032, 0.005], [0.014, -0.008, 0.036], [0.002, -0.011, -0.052], [-0.033, 0.036, 0.007], [0.023, 0.035, -0.004], [0.006, -0.047, 0.041], [-0.047, 0.005, 0.010], [0.061, 0.023, -0.034], [0.003, 0.037, 0.036], [-0.041, 0.004, 0.007], [-0.005, -0.031, 0.035], [0.025, -0.032, -0.042], [0.024, 0.068, -0.007], [0.004, -0.030, -0.029], [0.027, -0.035, 0.022]]
}

***

Entry 3:
{
  "formula": "C19H47LiN2O7",
  "method": "the ωB97M-V functional and the def2-TZVPD basis",
  "homo_ev": -3.567,
  "e_above_lowest_kj_mol": 226.13,
  "spin_multiplicity": 1,
  "symbols": ["Li", "C", "O", "H", "H", "H", "C", "O", "H", "H", "H", "C", "C", "N", "C", "C", "C", "C", "C", "O", "C", "H", "H", "H", "H", "H", "H", "H", "H", "H", "H", "H", "H", "H", "H", "H", "H", "H", "H", "H", "H", "C", "C", "N", "C", "C", "C", "C", "C", "O", "C", "H", "H", "H", "H", "H", "H", "H", "H", "H", "H", "H", "H", "H", "H", "H", "H", "H", "H", "H", "H", "O", "C", "O", "O", "H"],
  "positions_angstrom": [[0.126, -1.641, -1.225], [4.020, 2.840, -2.619], [3.348, 1.625, -2.263], [3.449, 3.590, -3.167], [4.238, 3.421, -1.723], [5.031, 2.807, -3.026], [0.437, -5.745, 2.031], [0.749, -5.380, 0.681], [-0.257, -6.580, 2.132], [1.371, -6.107, 2.460], [-0.045, -4.963, 2.617], [5.225, 2.124, 11.147], [4.063, 2.215, 10.203], [2.700, 1.663, 10.871], [2.849, 0.150, 11.105], [2.555, 2.231, 12.329], [2.320, 3.802, 12.360], [1.491, 1.953, 10.023], [1.719, 2.056, 8.505], [2.404, 0.811, 8.155], [2.686, 0.886, 6.739], [5.499, 1.087, 11.340], [5.156, 2.600, 12.125], [6.058, 2.678, 10.712], [4.257, 1.583, 9.336], [3.769, 3.227, 9.923], [3.766, 0.044, 11.684], [3.215, -0.347, 10.206], [2.042, -0.247, 11.720], [3.507, 2.097, 12.843], [1.737, 1.846, 12.938], [2.000, 4.355, 11.477], [3.176, 4.378, 12.711], [1.522, 4.045, 13.061], [0.936, 2.835, 10.342], [0.875, 1.095, 10.291], [2.059, 2.978, 8.034], [0.734, 1.969, 8.047], [2.944, -0.134, 6.453], [3.445, 1.653, 6.584], [1.780, 1.153, 6.195], [-0.121, -1.138, -9.261], [-1.594, -1.425, -8.785], [-2.626, -0.645, -9.705], [-4.022, -0.670, -9.030], [-2.307, 0.887, -9.896], [-2.006, 1.810, -8.732], [-2.583, -1.408, -11.082], [-3.256, -2.803, -11.315], [-4.633, -2.868, -10.816], [-5.355, -4.100, -11.092], [0.237, -1.974, -9.860], [0.508, -1.064, -8.374], [0.287, -0.243, -9.731], [-1.792, -0.967, -7.816], [-1.867, -2.478, -8.847], [-4.060, -0.010, -8.163], [-4.119, -1.706, -8.704], [-4.738, -0.535, -9.841], [-3.068, 1.458, -10.428], [-1.416, 0.782, -10.515], [-2.864, 2.261, -8.233], [-1.523, 2.728, -9.066], [-1.490, 1.381, -7.873], [-1.613, -1.420, -11.579], [-3.178, -0.768, -11.734], [-2.682, -3.592, -10.827], [-3.346, -3.214, -12.321], [-5.542, -4.269, -12.152], [-6.296, -4.008, -10.550], [-4.746, -4.878, -10.632], [-6.385, -1.514, -1.415], [-5.126, -1.222, -1.455], [-4.737, -0.456, -0.563], [-4.356, -1.717, -2.245], [-6.540, -0.868, -0.722]],
  "atomic_forces_ev_per_a": [[-0.038, -0.294, 0.267], [-1.220, -1.520, 1.953], [0.966, 1.544, -1.097], [-0.467, 0.001, -0.915], [0.092, 0.411, 0.952], [0.374, -0.652, -0.874], [0.836, 0.288, -2.697], [-0.825, 0.108, 1.323], [-0.469, -0.583, -0.244], [0.258, 0.119, 0.939], [0.201, 0.562, 0.441], [0.663, 0.286, 0.455], [-1.701, -0.232, 1.173], [1.327, -0.390, 1.437], [1.880, 0.868, 0.067], [0.135, 2.897, -1.001], [-0.090, 0.021, 0.280], [-0.324, 0.080, -0.258], [-0.716, -2.716, 0.572], [-0.281, 2.123, -0.548], [-0.377, -0.665, 0.610], [0.297, 0.117, -0.246], [-0.496, 0.140, -0.131], [0.160, -0.405, -0.354], [-0.421, 0.194, -0.005], [0.360, -0.041, -0.075], [-0.224, 0.219, 0.613], [-1.350, -0.057, -0.373], [-0.173, -0.023, -0.731], [-0.414, -0.630, -0.206], [0.045, -0.900, -0.812], [0.079, -0.653, -0.507], [0.281, -0.386, 0.014], [0.013, -0.278, 0.176], [0.452, 0.106, 0.331], [-0.390, 0.105, -0.702], [1.074, 0.024, 0.549], [-0.446, 0.015, 0.198], [0.446, 0.345, -0.220], [0.235, -0.283, -0.342], [-0.064, 0.075, -0.072], [0.267, -1.075, 0.895], [0.291, 3.156, -1.338], [-0.385, -0.572, 0.602], [1.129, -1.775, -0.935], [1.455, -0.634, -0.799], [-0.438, -0.129, 1.682], [-2.394, 0.920, -1.371], [-1.381, -1.210, 2.057], [0.634, 0.753, -0.410], [1.101, 0.828, 0.850], [0.060, -0.004, 0.103], [-0.083, -0.709, 0.327], [-1.330, 0.419, -0.444], [0.198, -0.551, 0.156], [0.039, 0.234, 0.150], [0.110, 0.208, -0.439], [-0.365, 0.171, 0.175], [-0.122, 0.448, 0.441], [-0.430, -1.148, -0.549], [-0.103, 0.588, -0.153], [-0.691, -0.471, -0.307], [0.581, -0.447, -0.368], [0.619, -0.079, -0.354], [0.358, 0.092, 0.889], [-0.023, 0.375, 0.036], [0.188, -0.105, 0.494], [0.743, 1.178, -0.706], [0.181, 0.066, -0.068], [0.106, -0.018, -0.136], [-0.299, -0.518, -0.275], [-3.694, -0.736, -0.488], [4.341, 0.518, 0.684], [-0.096, 2.145, 2.132], [1.057, -1.978, -3.202], [-1.308, 0.119, 0.728]]
}